22
Properties=species:S:1:pos:R:3 method="wB97M-V/def2-TZVPD" lumo_ev=0.7 smiles="CCn1c(C)cc(O)cc1=O" homo_ev=-8.22 orbital_gap_ev=8.97 e_above_lowest_ev=0.110 total_energy_ev=-14059.9745
C 2.4024 -0.5682 0.8887
C 1.7791 -0.3911 -0.5043
C -0.3297 0.9039 -0.1992
C 0.4550 2.1762 -0.2835
C -1.6813 0.9369 -0.0137
C -2.4160 -0.2838 0.0469
C -1.7959 -1.4776 -0.1074
C -0.3755 -1.5568 -0.2781
H 3.5121 -0.5963 0.8487
H 2.1628 0.2626 1.5472
H 2.0509 -1.5136 1.3368
H 2.1385 0.5237 -0.9935
H 1.9748 -1.2273 -1.1916
H 1.3291 2.1452 0.3896
H 0.8389 2.3403 -1.3005
H -0.1885 3.0155 -0.0133
H -2.2206 1.8757 0.0843
H -4.1628 -1.0587 0.2928
H -2.3081 -2.4426 -0.0263
N 0.3030 -0.3029 -0.3863
O -3.7461 -0.1723 0.2380
O 0.2781 -2.5888 -0.3755